The following is a DFT calculation (ωB97M-V/def2-TZVPD) of C7H21Cl2N2OScSi as an isolated structure.

Geometry as XYZ:
```
35
Properties=species:S:1:pos:R:3
Sc -0.088 0.122 0.489
N -1.305 0.549 -1.351
C -1.177 -0.559 -2.365
C 0.239 -0.703 -2.900
C 1.254 -1.326 -1.955
N 1.650 -0.392 -0.841
H -2.293 0.630 -1.110
H -1.077 1.431 -1.811
H -1.863 -0.357 -3.186
H -1.502 -1.478 -1.874
H 0.607 0.260 -3.275
H 0.183 -1.348 -3.778
H 2.150 -1.603 -2.510
H 0.855 -2.229 -1.492
H 2.138 0.399 -1.260
H 2.360 -0.861 -0.278
C -0.787 -2.715 3.577
Si 0.260 -2.235 2.144
C 1.281 -3.588 1.401
C 1.384 -0.762 2.663
O -0.681 -1.535 0.916
H -0.174 -3.103 4.394
H -1.484 -3.504 3.289
H -1.369 -1.875 3.962
H 1.677 -4.247 2.176
H 2.137 -3.220 0.829
H 0.665 -4.204 0.742
H 2.317 -1.228 2.995
H 0.972 -0.239 3.528
H 1.762 0.024 1.982
Cl 0.975 2.792 0.719
C -0.159 3.167 2.042
Cl -1.100 1.700 2.453
H -0.848 3.927 1.692
H 0.406 3.467 2.917
```

Summary:
Charge: +2
Energy above the lowest of the compared OMol25 structures with the same formula, charge and spin, eV: 0.056
HOMO energy, Eh: -0.6224
Lowest unoccupied orbital energy, Ha: -0.2512
Orbital gap, eV: 10.1002
E_tot, Eh: -2434.30881